(1)
60
Properties=species:S:1:pos:R:3 method="wB97M-V/def2-TZVPD" relative_energy_kcal_mol=3.9 homo_lumo_gap_ev=8.59 smiles=Cc1cc(F)ccc1N1CCC(N2CCN(C(C)C)[C@H](CCO)C2)CC1 e_homo_ev=-7.9
H -2.42 -0.45 4.90
C 2.63 -2.71 -4.71
H 1.94 -0.91 -6.66
C -0.05 -0.64 1.55
H 0.67 0.17 1.53
H 4.49 0.12 -1.31
C -2.83 3.37 5.01
C -2.53 0.62 4.92
H 4.65 -1.24 -0.17
H -1.27 -0.71 -2.59
C 1.94 -0.39 -2.21
H -1.02 1.51 0.13
H -3.25 -0.05 1.51
O 3.35 0.26 0.41
H 2.53 0.45 -2.60
H 3.30 -2.75 -5.57
C -2.54 0.79 1.47
C -1.69 0.66 0.20
C -0.97 -0.46 2.76
H 3.18 -3.05 -3.83
H -2.93 4.44 5.07
H -1.13 3.14 2.13
N -0.03 -0.91 -0.88
H 0.95 0.16 -5.65
H 0.49 -1.58 1.64
H -2.73 3.89 2.06
C -2.33 2.78 3.85
H 1.81 -3.40 -4.88
C -0.69 -1.47 -2.04
H -1.49 4.59 3.09
H 0.27 0.93 -1.90
H -2.34 0.66 -0.68
H -3.12 1.71 1.44
H 3.38 -2.01 -2.02
H 1.29 0.65 -0.45
H -0.13 -2.43 -3.87
C -1.89 3.65 2.71
C 1.32 -0.86 -5.77
H 2.25 -1.85 -0.65
H 2.99 -0.61 -4.45
C 3.94 -0.52 -0.61
C -3.01 1.21 6.07
H -1.66 -1.32 2.82
H -0.37 -0.43 3.68
C 2.12 -1.27 -4.53
C 2.86 -1.30 -1.37
C 0.36 -2.06 -2.97
H 0.85 -2.91 -2.46
C -2.20 1.38 3.80
C 0.83 0.18 -1.32
N -1.68 0.79 2.63
C -0.88 -0.64 0.26
H 0.46 -1.51 -5.92
H 4.05 0.71 0.90
H -3.27 0.63 6.94
N 1.30 -1.03 -3.35
C -3.17 2.58 6.09
H -1.58 -1.48 0.32
H -1.37 -2.26 -1.72
F -3.65 3.18 7.21

---

(2)
75
Properties=species:S:1:pos:R:3 method="wB97M-V/def2-TZVPD" homo_lumo_gap_ev=8.70 smiles="CC(=O)N(C)[PH3][C@H](I)[C@@H](C)I.O=C1OCCO1.O=C1OCCO1.O=C1OCCO1.O=C1OCCO1.O=C1OCCO1" e_homo_ev=-8.5
I -1.78 -3.30 -4.55
H 1.00 0.18 -0.72
H -4.10 -2.77 -2.90
H -4.33 -0.91 -8.65
O 3.75 -1.17 -3.74
H -3.95 -2.07 4.95
C -4.31 0.87 5.97
O -4.75 0.22 7.06
H 0.54 -1.75 -3.98
N 1.89 -0.62 -2.48
H 2.94 -2.30 -0.79
O 2.16 -3.40 2.49
O 3.95 3.15 1.47
P 0.38 -1.59 -2.60
H 0.84 -2.58 -1.71
O 4.77 3.85 -0.48
C 5.06 -1.85 3.33
O -0.38 2.42 4.12
H -2.32 2.76 3.51
C 3.65 4.55 1.40
H 2.43 1.04 -1.27
I -1.83 -1.23 0.01
H -5.76 -1.48 6.45
H -4.59 -1.55 -1.73
H -0.67 0.77 1.86
H -1.81 2.00 1.26
C -1.06 1.78 2.02
H 2.64 4.73 1.78
C -4.45 -0.22 -7.83
C -3.84 -2.30 -1.97
C -1.35 -2.53 -2.59
H -0.30 -0.42 -2.20
O 5.26 1.78 0.27
H -3.88 -3.04 -1.18
H 2.89 4.67 -0.64
H -1.26 -3.40 -1.95
H 4.18 5.83 -0.29
H 4.37 5.09 2.01
O -3.30 -0.12 -4.63
O 0.02 2.72 1.95
H 5.86 -2.58 3.16
C 4.72 2.83 0.41
C -3.73 -1.30 5.67
C -3.47 0.94 -7.86
C -4.76 -1.19 6.78
C 3.10 -1.36 -2.72
H -1.95 1.07 3.89
O 3.64 -1.99 1.55
O 3.87 -2.56 3.68
H 4.58 -2.14 -1.40
O -4.34 2.05 5.82
H 5.36 -1.19 4.14
H 2.59 -0.49 -0.46
H 5.45 -1.00 1.35
C 1.98 0.05 -1.18
C -1.56 1.98 3.44
C 4.65 -1.12 2.07
H -2.72 -1.44 6.06
H -2.51 0.66 -8.31
H -4.50 -1.75 7.67
H 4.20 -0.15 2.28
H -2.51 -0.71 -2.55
O -3.25 1.19 -6.46
C 3.55 -2.36 -1.68
O 1.45 3.57 3.46
C 0.46 2.96 3.20
O -3.81 0.00 5.06
C 3.12 -2.72 2.57
H -5.49 0.12 -7.79
H -3.86 1.83 -8.34
C -3.54 0.05 -5.78
C 3.81 4.83 -0.08
O -4.13 -0.85 -6.59
C -2.46 -1.67 -2.03
H 3.48 -3.36 -2.07

---

(3)
60
Properties=species:S:1:pos:R:3 method="wB97M-V/def2-TZVPD" relative_energy_kcal_mol=491.1 homo_lumo_gap_ev=8.28 e_homo_ev=-7.6
C 2.72 3.80 1.11
C -4.17 -1.42 -4.16
C -4.60 -3.12 -2.86
C 2.43 2.11 2.48
C -0.65 -1.71 -1.17
C 1.76 2.15 -0.08
H 0.21 -2.57 1.99
H 1.93 1.03 4.13
H 3.09 3.74 4.55
C 0.27 -4.12 0.68
H 0.06 -4.37 -0.41
O 3.12 5.18 1.07
H 2.10 -0.73 1.19
C 1.86 1.44 1.31
C 0.29 -1.80 -0.14
H 3.46 1.67 4.39
C -3.22 -3.04 -1.87
N -1.90 -1.35 -0.86
H -5.34 -2.82 -2.44
H 1.13 1.54 -0.52
H -4.76 -0.82 -3.70
O 1.83 -4.31 0.73
H -3.71 -3.34 -0.96
H 2.16 -3.88 1.48
H -3.82 -1.07 -1.54
H -2.52 -0.08 -3.37
C 3.72 3.93 3.47
H -0.10 -4.89 1.42
C -2.92 -1.09 -3.16
C -2.88 -1.62 -2.03
H 4.76 3.47 3.74
H 0.82 -0.30 2.36
C 2.14 3.36 -0.01
H 3.49 7.08 0.29
H 3.31 5.58 -0.73
H 2.00 6.07 -0.23
H -2.77 0.40 -0.29
H -1.27 -0.32 1.48
H 1.33 -1.96 -0.44
C -0.25 -2.61 0.83
H -1.83 -1.67 -3.57
C 3.06 3.23 2.27
H -0.42 -2.94 -1.80
N 0.35 -0.27 0.38
H 3.09 0.05 3.47
H -1.44 0.56 -1.46
C -1.82 0.14 -0.33
H -0.12 -1.27 -1.99
C 2.97 6.03 0.02
H 3.71 4.99 3.23
C 1.28 0.02 1.29
C 2.76 1.22 3.46
O -4.28 -2.73 -4.10
H -1.31 -2.66 1.02
C -0.87 0.03 0.64
H -2.64 -3.70 -2.39
H -3.87 -1.15 -4.98
H 2.07 3.95 -0.95
H -4.97 -4.29 -3.01
H -0.81 1.25 1.07